[1]
{
  "formula": "C24H37ClFIN4O8P2S2",
  "method": "wB97M-V/def2-TZVPD",
  "elements": ["C", "C", "C", "N", "C", "C", "P", "C", "C", "P", "O", "Cl", "C", "I", "C", "C", "O", "O", "C", "C", "O", "O", "S", "O", "O", "C", "C", "C", "O", "F", "N", "C", "S", "H", "H", "H", "H", "H", "H", "H", "H", "H", "H", "H", "H", "H", "H", "H", "H", "H", "H", "H", "H", "H", "H", "H", "C", "C", "C", "C", "N", "H", "H", "H", "H", "H", "H", "H", "C", "C", "C", "C", "N", "H", "H", "H", "H", "H", "H", "H"],
  "positions_angstrom": [[-3.559, -1.285, -4.973], [-3.800, -0.337, -3.786], [-2.814, -0.465, -2.603], [-2.355, 0.862, -2.147], [-1.083, 1.099, -1.457], [0.191, 1.260, -2.380], [1.563, 2.300, -1.539], [0.934, 3.878, -0.857], [2.732, 1.486, -0.406], [-0.226, 2.718, -3.592], [-1.515, 2.302, -4.453], [1.273, 2.517, -5.001], [0.739, -0.068, -2.930], [-0.144, -0.675, -4.857], [2.263, -0.099, -3.103], [2.860, -1.126, -4.040], [3.461, -0.837, -5.025], [2.675, -2.447, -3.716], [2.785, -2.956, -2.428], [4.009, -2.526, -1.668], [1.989, -3.746, -2.046], [0.406, -1.220, -2.133], [0.075, -1.327, -0.585], [-0.848, -2.406, -0.510], [1.302, -1.349, 0.141], [-0.853, 0.231, -0.161], [-2.170, -0.200, 0.514], [-2.019, -0.587, 1.971], [-2.276, 0.101, 2.900], [-1.585, -1.852, 2.138], [-0.076, 0.900, 0.870], [-0.386, 1.915, 1.438], [-0.857, 3.170, 2.224], [-2.899, -2.112, -4.712], [-3.108, -0.760, -5.815], [-4.503, -1.683, -5.343], [-4.809, -0.516, -3.410], [-3.802, 0.703, -4.122], [-3.369, -0.971, -1.810], [-1.990, -1.131, -2.845], [-3.089, 1.254, -1.574], [-1.201, 2.119, -1.072], [1.124, 4.648, -1.597], [-0.125, 3.903, -0.609], [1.519, 4.099, 0.039], [3.080, 2.287, 0.249], [2.352, 0.679, 0.222], [3.595, 1.136, -0.969], [-1.862, 1.411, -4.305], [2.626, -0.338, -2.100], [2.635, 0.875, -3.407], [4.315, -1.503, -1.880], [4.827, -3.202, -1.914], [3.775, -2.617, -0.609], [-2.619, -1.032, -0.016], [-2.857, 0.647, 0.523], [3.477, 0.698, 3.051], [4.819, 1.082, 2.440], [5.278, 2.494, 2.833], [4.313, 3.497, 2.390], [3.512, 4.214, 1.998], [2.682, 1.361, 2.706], [3.203, -0.318, 2.770], [3.512, 0.750, 4.141], [4.758, 1.018, 1.352], [5.589, 0.377, 2.757], [6.244, 2.727, 2.382], [5.388, 2.580, 3.915], [-2.769, -1.841, 5.482], [-4.044, -2.502, 4.981], [-5.238, -2.284, 5.917], [-5.002, -2.843, 7.248], [-4.797, -3.288, 8.283], [-2.457, -2.263, 6.439], [-1.957, -1.989, 4.773], [-2.907, -0.766, 5.608], [-3.883, -3.574, 4.851], [-4.307, -2.099, 4.000], [-6.138, -2.751, 5.514], [-5.441, -1.217, 6.030]],
  "mulliken_charge": [-1.1621, -0.5203, -0.0261, 0.1994, -2.7833, 1.5864, 0.2600, -1.1146, -0.6600, 0.1882, -0.3812, -0.1966, -1.0984, 0.1334, 0.4489, -0.2850, -0.5389, -0.3090, 0.7254, -0.8721, -0.5082, -0.2724, 1.6417, -0.6630, -0.5910, 1.2157, -0.6750, -0.3394, -0.4712, -0.2343, -0.4261, 0.2796, -0.2614, 0.3019, 0.1885, 0.3798, 0.4576, 0.3834, 0.0986, -0.0341, 0.3924, 1.0466, 0.4174, 0.4223, 0.3510, -0.1712, 0.3395, 0.4855, 0.2455, -0.5305, 0.8032, 0.3034, 0.3700, 0.2537, 0.4842, 0.6365, -0.8896, -0.1976, -0.6379, 0.3571, -0.4733, 0.0687, 0.2414, 0.4662, 0.0819, 0.3958, 0.3140, 0.3498, -1.0413, -0.2096, -0.5142, 0.2357, -0.4204, 0.4603, 0.1669, 0.2842, 0.2817, 0.1594, 0.3219, 0.2847],
  "homo_ev": -8.0
}

=====

[2]
{
  "formula": "C24H37ClO8",
  "method": "wB97M-V/def2-TZVPD",
  "elements": ["C", "C", "C", "C", "C", "C", "C", "Cl", "C", "O", "O", "C", "O", "H", "H", "H", "H", "H", "H", "H", "C", "C", "C", "O", "H", "H", "H", "H", "H", "H", "C", "C", "C", "O", "H", "H", "H", "H", "H", "H", "C", "C", "C", "O", "H", "H", "H", "H", "H", "H", "C", "C", "C", "O", "H", "H", "H", "H", "H", "H", "C", "C", "C", "O", "H", "H", "H", "H", "H", "H"],
  "positions_angstrom": [[-0.822, 0.382, -0.292], [-0.737, -0.325, 0.709], [-0.034, -1.110, 1.881], [0.614, -0.158, 2.974], [1.277, 1.166, 2.395], [0.573, 2.498, 2.889], [1.217, 3.736, 2.885], [2.856, 4.164, 2.332], [0.178, 4.741, 3.516], [0.383, 5.719, 4.179], [-1.038, 4.141, 3.145], [-0.886, 2.739, 3.442], [-1.680, 2.008, 3.947], [-1.015, 1.131, -1.104], [-0.852, -1.720, 2.391], [0.702, -1.882, 1.490], [-0.123, 0.051, 3.803], [1.456, -0.753, 3.462], [1.377, 1.203, 1.276], [2.342, 1.223, 2.808], [-2.657, -4.312, -1.752], [-2.424, -3.680, -0.404], [-3.596, -3.620, 0.540], [-1.334, -3.240, -0.097], [-1.730, -4.288, -2.328], [-2.965, -5.352, -1.627], [-3.422, -3.755, -2.297], [-3.942, -4.632, 0.763], [-4.402, -3.033, 0.097], [-3.288, -3.142, 1.471], [3.472, -2.151, -2.926], [2.453, -1.580, -1.974], [1.534, -2.552, -1.280], [2.376, -0.384, -1.774], [4.064, -1.338, -3.352], [4.141, -2.829, -2.392], [2.968, -2.680, -3.737], [2.119, -3.247, -0.674], [0.945, -3.098, -2.018], [0.855, -2.005, -0.628], [-6.171, 0.960, 0.651], [-4.847, 0.407, 1.112], [-3.807, 1.394, 1.568], [-4.630, -0.789, 1.116], [-6.822, 0.137, 0.352], [-6.649, 1.507, 1.465], [-6.020, 1.617, -0.208], [-4.182, 1.960, 2.424], [-3.552, 2.070, 0.750], [-2.908, 0.857, 1.871], [-1.101, 9.405, 0.028], [-1.171, 7.918, 0.265], [-0.642, 7.401, 1.578], [-1.634, 7.168, -0.568], [-1.515, 9.634, -0.955], [-1.685, 9.930, 0.786], [-0.061, 9.738, 0.056], [-1.207, 7.838, 2.404], [0.418, 7.645, 1.674], [-0.757, 6.317, 1.611], [5.794, -7.340, -3.543], [5.287, -5.928, -3.684], [6.081, -4.992, -4.559], [4.281, -5.560, -3.115], [5.127, -7.900, -2.886], [5.814, -7.828, -4.519], [6.794, -7.335, -3.104], [6.114, -5.376, -5.580], [7.093, -4.883, -4.165], [5.601, -4.012, -4.568]],
  "mulliken_charge": [0.2370, -0.8622, -0.2646, -0.7988, -0.6686, 0.1657, 0.1935, -0.1678, 0.4374, -0.5070, -0.2258, 0.4500, -0.4704, 0.4080, 0.1923, 0.4033, 0.3649, 0.3662, 0.3837, 0.4853, -1.1537, 0.8490, -1.0897, -0.4434, 0.2446, 0.3494, 0.3341, 0.4343, 0.3129, 0.1728, -1.0917, 0.7090, -0.2430, -0.5751, 0.3548, 0.2451, 0.3345, 0.4274, 0.2414, -0.4987, -1.2195, 0.5946, -0.4724, -0.4733, 0.3223, 0.3289, 0.3232, 0.3949, 0.3881, -0.2124, -1.1068, 0.7707, -0.8806, -0.5650, 0.3087, 0.3084, 0.3111, 0.3641, 0.3626, 0.1066, -1.1251, 0.8330, -0.9457, -0.5139, 0.2938, 0.3241, 0.3207, 0.3332, 0.3179, 0.1714],
  "homo_ev": -9.1
}

=====

[3]
{
  "formula": "C24H37N5O2",
  "method": "wB97M-V/def2-TZVPD",
  "elements": ["C", "N", "C", "O", "C", "C", "C", "C", "N", "C", "C", "C", "C", "C", "C", "N", "C", "C", "O", "H", "H", "H", "H", "H", "H", "H", "H", "H", "H", "H", "H", "H", "H", "H", "H", "H", "C", "C", "C", "N", "C", "C", "C", "N", "C", "C", "C", "C", "H", "H", "H", "H", "H", "H", "H", "H", "H", "H", "H", "H", "H", "H", "H", "H", "H", "H", "H", "H"],
  "positions_angstrom": [[5.767, 2.737, 1.163], [4.455, 3.304, 1.472], [3.253, 3.095, 0.914], [2.326, 3.784, 1.324], [2.974, 2.047, -0.198], [1.693, 1.254, 0.102], [1.211, 0.310, -0.960], [0.863, 0.676, -2.213], [0.420, -0.425, -2.917], [0.448, -1.564, -2.144], [0.081, -2.893, -2.395], [0.234, -3.847, -1.376], [0.760, -3.461, -0.129], [1.132, -2.123, 0.110], [0.977, -1.134, -0.888], [4.038, 1.085, -0.517], [4.544, 0.908, -1.737], [5.501, -0.249, -1.907], [4.280, 1.627, -2.691], [5.801, 1.683, 1.444], [6.536, 3.269, 1.725], [5.981, 2.845, 0.098], [4.432, 4.020, 2.183], [2.773, 2.641, -1.089], [0.892, 1.972, 0.265], [1.839, 0.698, 1.027], [0.920, 1.688, -2.597], [0.117, -0.384, -3.879], [-0.318, -3.177, -3.357], [-0.049, -4.877, -1.549], [0.874, -4.199, 0.654], [1.520, -1.838, 1.075], [4.303, 0.432, 0.200], [5.817, -0.291, -2.949], [4.994, -1.176, -1.646], [6.369, -0.102, -1.268], [-1.188, 1.710, 2.357], [-0.855, 0.246, 2.684], [-1.684, -0.713, 1.815], [-2.992, -0.107, 1.488], [-3.787, -0.526, 0.325], [-3.094, -0.160, -1.004], [-3.535, -1.073, -2.153], [-4.921, -1.506, -1.917], [-5.110, -2.369, -0.732], [-4.120, -2.016, 0.388], [-3.581, 0.802, 2.485], [-2.667, 2.023, 2.651], [-0.539, 2.386, 2.923], [-1.009, 1.884, 1.293], [0.209, 0.051, 2.534], [-1.077, 0.060, 3.740], [-1.827, -1.660, 2.344], [-1.134, -0.928, 0.899], [-4.741, 0.012, 0.345], [-2.007, -0.216, -0.918], [-3.344, 0.876, -1.246], [-2.880, -1.951, -2.201], [-3.451, -0.544, -3.108], [-5.538, -0.695, -1.871], [-6.136, -2.251, -0.366], [-4.977, -3.420, -1.010], [-4.553, -2.268, 1.359], [-3.203, -2.600, 0.266], [-4.584, 1.133, 2.198], [-3.671, 0.274, 3.440], [-2.768, 2.400, 3.673], [-2.995, 2.815, 1.971]],
  "mulliken_charge": [-0.7042, -0.1410, -0.0687, -0.6915, 0.1077, -1.1318, 1.0430, -0.9332, 0.0934, -0.6707, -0.9636, -0.5689, -0.9118, 0.0941, 0.4760, 0.0580, 0.7203, -1.2911, -0.6719, 0.2145, 0.3492, 0.2240, 0.2961, 0.4335, 0.2872, 0.5949, 0.4552, 0.2032, 0.4392, 0.4338, 0.4340, 0.4383, 0.3184, 0.3738, 0.2859, 0.3105, -0.1138, -1.0096, 0.1031, 0.4569, -0.2470, 0.3509, -0.8375, -0.4168, -0.9667, -0.6421, -0.7610, -0.9170, 0.5351, -0.1396, 0.3833, 0.5000, 0.1351, -0.2070, 0.3514, -0.4816, 0.2303, 0.2410, 0.3638, 0.3437, 0.3888, 0.3182, 0.4623, 0.2249, 0.3158, 0.3929, 0.3626, 0.3438],
  "de_lowest_kcal_mol": 14.2,
  "homo_ev": -7.3
}

=====

Question: What is the formula in the first record?
Answer: C24H37ClFIN4O8P2S2